Record 1
Formula: C14H40B3F12N4O4
Source: the OMol25 dataset
Level of theory: ωB97M-V/def2-TZVPD

Structure (ORCA input):
```
! RIJCOSX wB97M-V def2-TZVPD def2/J DEFGRID3
* xyz 1 1
C -1.158 5.624 0.240
C -1.310 4.145 0.137
O -2.321 3.573 -0.056
N -0.114 3.262 0.446
H -0.328 2.379 -0.045
H 0.647 3.653 -0.126
C 0.125 3.231 1.927
H -2.157 6.037 0.172
H -0.514 6.006 -0.556
H -0.662 5.921 1.165
H 0.513 4.195 2.224
H 0.791 2.391 2.115
H -0.816 2.968 2.403
C 0.529 -1.205 4.607
C 1.583 -1.900 3.819
O 2.271 -2.737 4.212
N 1.652 -1.534 2.372
H 0.722 -1.649 1.934
H 1.744 -0.492 2.302
C 2.781 -2.168 1.645
H 0.283 -1.907 5.401
H -0.351 -1.012 3.995
H 0.854 -0.259 5.041
H 2.759 -3.243 1.745
H 3.680 -1.713 2.033
H 2.608 -1.880 0.614
C -4.774 0.790 0.118
C -4.441 -0.692 0.266
C -4.084 -1.370 -1.019
O -3.900 -2.714 -0.718
C -3.365 -3.472 -1.773
N -3.305 -0.889 1.236
H -3.508 -0.583 2.184
H -2.955 -1.870 1.191
H -2.451 -0.383 0.908
H -5.218 0.956 -0.858
H -3.859 1.353 0.299
H -5.493 1.099 0.875
H -5.227 -1.267 0.752
H -3.239 -0.962 -1.586
H -4.958 -1.232 -1.674
H -4.014 -3.469 -2.651
H -3.179 -4.497 -1.458
H -2.352 -3.113 -2.010
C 4.103 1.381 -4.446
C 2.882 0.965 -3.645
C 2.455 -0.480 -3.756
O 1.141 -0.575 -3.277
C 0.555 -1.814 -3.656
N 3.093 1.304 -2.176
H 2.192 1.245 -1.675
H 3.766 0.669 -1.730
H 3.401 2.274 -2.091
H 4.383 2.409 -4.219
H 3.857 1.323 -5.506
H 4.957 0.713 -4.307
H 2.086 1.636 -3.972
H 3.152 -1.183 -3.280
H 2.542 -0.660 -4.840
H 0.572 -1.973 -4.738
H -0.483 -1.817 -3.332
H 1.068 -2.645 -3.164
B -0.190 -0.054 0.149
F 0.997 0.681 -0.165
F 0.083 -1.386 -0.084
F -0.473 0.216 1.524
F -1.280 0.413 -0.596
B -1.217 -3.966 2.466
F 0.120 -4.352 2.391
F -2.016 -4.629 1.526
F -1.726 -4.176 3.758
F -1.306 -2.548 2.185
B 3.567 1.492 1.352
F 3.043 2.499 0.467
F 4.604 2.111 2.072
F 2.486 1.174 2.243
F 4.095 0.383 0.674
*
```

Values from the calculation:
Orbital gap ... 9.420 eV
Calculated total energy ... -2350.83071 hartree
LUMO energy ... -3.212 eV

Record 2
Formula: CH4NOP
Source: the OMol25 dataset
Level of theory: ωB97M-V/def2-TZVPD

Structure (ORCA input):
```
! RIJCOSX wB97M-V def2-TZVPD def2/J DEFGRID3
* xyz 0 1
C -0.712 -1.468 3.266
N -0.910 -1.293 2.009
O -0.096 -0.964 -3.444
P -1.177 -1.177 0.541
H 0.131 -0.886 3.658
H -0.653 -1.719 -3.623
H -1.391 -1.958 3.921
H -0.002 -0.585 -4.385
*
```

Values from the calculation:
Orbital gap ... 7.098 eV
Energy relative to the best compared isomer or geometry (same formula, charge and spin) ... 255.39 kJ/mol
Calculated total energy ... -511.76689 hartree
LUMO energy ... -0.044 eV

Record 3
Formula: C20H28N4O
Source: the OMol25 dataset
Level of theory: ωB97M-V/def2-TZVPD

Structure (ORCA input):
```
! RIJCOSX wB97M-V def2-TZVPD def2/J DEFGRID3
* xyz 0 1
C 0.626 3.208 3.465
H -0.287 3.218 4.055
H 1.315 3.940 3.879
H 0.389 3.503 2.446
C 1.259 1.815 3.497
N 2.495 1.745 2.751
C 2.572 1.682 1.383
O 3.641 1.673 0.796
N 1.387 1.640 0.715
H 0.497 1.613 1.180
C 1.320 1.528 -0.722
C 1.113 0.081 -1.170
H 1.901 -0.535 -0.739
C -0.258 -0.433 -0.729
C -0.519 -1.827 -1.244
C 0.396 -2.813 -1.550
C -0.032 -4.070 -2.001
C -1.363 -4.399 -2.170
C -2.298 -3.415 -1.868
N -3.663 -3.352 -1.909
C -4.074 -2.100 -1.500
C -2.988 -1.343 -1.183
C -1.856 -2.162 -1.412
C -2.775 0.055 -0.713
H -3.557 0.700 -1.112
H -2.818 0.100 0.380
C -1.384 0.539 -1.176
N -1.087 1.873 -0.646
C -2.156 2.835 -0.832
H -3.005 2.580 -0.202
H -1.798 3.816 -0.523
H -2.492 2.906 -1.878
C 0.153 2.377 -1.215
H 0.294 3.408 -0.880
H 0.131 2.373 -2.319
H -1.391 0.562 -2.285
H -5.120 -1.860 -1.470
H -4.278 -4.093 -2.195
H -1.656 -5.377 -2.521
H 0.719 -4.812 -2.228
H 1.456 -2.641 -1.447
H -0.280 -0.469 0.368
H 1.190 0.027 -2.258
H 2.271 1.904 -1.115
C 3.734 1.863 3.493
C 4.154 0.539 4.126
H 5.090 0.665 4.663
H 3.399 0.180 4.824
H 4.293 -0.209 3.350
H 4.500 2.181 2.782
H 3.620 2.634 4.261
H 1.488 1.550 4.532
H 0.549 1.067 3.125
*
```

Values from the calculation:
Orbital gap ... 8.511 eV
Energy relative to the best compared isomer or geometry (same formula, charge and spin) ... 0.00 kJ/mol
Calculated total energy ... -1073.22860 hartree
LUMO energy ... 0.762 eV

Record 4
Formula: C5H13N3O
Source: the OMol25 dataset
Level of theory: ωB97M-V/def2-TZVPD

Structure (ORCA input):
```
! RIJCOSX wB97M-V def2-TZVPD def2/J DEFGRID3
* xyz 0 1
C -1.756 -1.354 1.656
C -0.585 -0.112 -1.854
C -1.451 -0.485 0.471
N -1.719 0.867 0.674
C -0.895 -0.953 -0.651
H -2.472 1.058 1.316
H -1.766 1.419 -0.169
H -0.638 -1.999 -0.707
H -1.414 -2.371 1.487
H -2.831 -1.377 1.841
H -1.268 -0.960 2.546
H -1.459 0.461 -2.171
H -0.275 -0.740 -2.685
H 0.218 0.599 -1.646
N 1.611 0.382 1.354
C 2.987 0.623 -0.519
O 2.722 -0.061 0.582
N 2.278 1.589 -0.909
H 0.808 -0.184 1.069
H 1.419 1.340 1.052
H 2.591 2.046 -1.755
H 3.893 0.212 -0.980
*
```

Values from the calculation:
Orbital gap ... 9.077 eV
Energy relative to the best compared isomer or geometry (same formula, charge and spin) ... 293.23 kJ/mol
Calculated total energy ... -437.74241 hartree
LUMO energy ... 0.992 eV

Record 5
Formula: C18H17N2O2
Source: the OMol25 dataset
Level of theory: ωB97M-V/def2-TZVPD

Structure (ORCA input):
```
! RIJCOSX wB97M-V def2-TZVPD def2/J DEFGRID3
* xyz 1 1
C -3.138 -0.707 -0.559
O -1.807 -1.281 -0.472
C -0.909 -0.867 -1.386
C -0.131 -1.919 -1.984
C 0.303 -1.890 -3.332
C 1.100 -2.943 -3.784
C 1.436 -4.033 -2.969
C 0.877 -4.108 -1.686
C 0.048 -3.089 -1.224
H -3.665 -1.090 0.305
H -3.056 0.397 -0.506
H -3.633 -0.976 -1.522
H -1.203 0.017 -1.984
H 0.039 -1.040 -3.970
H 1.529 -2.893 -4.794
H 2.097 -4.834 -3.314
H 1.086 -4.965 -1.041
H -0.478 -3.162 -0.262
O -1.227 2.103 -0.677
C -0.453 1.662 0.167
C -0.295 2.293 1.504
C 0.772 1.909 2.343
C 1.046 2.699 3.469
C 0.210 3.763 3.811
C -0.962 4.047 3.060
C -1.193 3.318 1.901
C 1.669 0.765 2.038
C 1.159 -0.175 0.908
C 0.422 0.495 -0.193
N 1.108 0.826 -1.324
N 1.567 0.694 -2.385
H 1.974 2.477 4.029
H 0.468 4.379 4.688
H -1.655 4.853 3.375
H -2.071 3.534 1.275
H 2.667 1.118 1.749
H 1.842 0.201 2.964
H 2.013 -0.679 0.446
H 0.446 -0.897 1.336
*
```

Values from the calculation:
Orbital gap ... 7.602 eV
Energy relative to the best compared isomer or geometry (same formula, charge and spin) ... 0.00 kJ/mol
Calculated total energy ... -955.76213 hartree
LUMO energy ... -4.680 eV

Record 6
Formula: C6H6NO3S
Source: the OMol25 dataset
Level of theory: ωB97M-V/def2-TZVPD

Structure (ORCA input):
```
! RIJCOSX wB97M-V def2-TZVPD def2/J DEFGRID3
* xyz -1 1
C 1.680 -1.300 0.868
C 0.431 -0.994 1.148
C 1.526 -0.833 -0.592
C 1.595 0.758 -0.858
C 0.151 0.856 -0.357
C -0.030 -0.634 -0.288
N 0.466 -1.483 -1.195
O -2.636 0.695 1.513
O -2.789 1.351 -0.824
O -3.839 -0.733 -0.129
S -2.753 0.241 0.152
H 2.528 -1.871 1.290
H 0.102 -1.091 2.147
H 2.390 1.368 -0.388
H 1.701 0.982 -1.962
H 0.032 1.434 0.547
H -0.554 1.254 -1.075
*
```

Values from the calculation:
Orbital gap (spin up / spin down) ... 8.001 / 6.074 eV
Energy relative to the best compared isomer or geometry (same formula, charge and spin) ... 836.24 kJ/mol
Calculated total energy ... -910.67209 hartree
LUMO energy (spin up / spin down) ... 3.102 / 2.167 eV